Model w:
Here is a cluster of 2 separate species, C9H17NO2 in total from the OMol25 dataset. Energies are from ωB97M-V/def2-TZVPD.

Values from the calculation:
E_LUMO (eV): 0.9
SMILES string: CCC[C@H]1CO1.C=CCON=C
Frontier orbital gap (eV): 10.39
HOMO (eV): -9.5

Each line ends with the Löwdin charge.
Cartesian coordinates (Å):
1 C 2.45696 -1.32775 1.40866  0.03
2 C 1.59034 -1.13691 0.42307  -0.16
3 C 1.92193 -0.19348 -0.69355  -0.18
4 C 5.22847 0.78693 -0.38105  -0.02
5 C -2.61821 1.92907 0.88834  -0.10
6 C -3.34139 1.10372 -0.15762  -0.28
7 C -2.43438 0.34985 -1.07969  -0.18
8 C -1.63047 -0.65701 -0.28727  -0.32
9 C -2.19444 -1.90246 0.12172  -0.15
10 H 3.40017 -0.79035 1.41179  0.05
11 H 2.23417 -2.01559 2.20525  0.05
12 H 0.70930 -1.76891 0.32269  0.08
13 H 1.01726 0.38807 -1.01281  0.12
14 H 2.32082 -0.70135 -1.58655  0.12
15 H 6.14289 0.55980 -0.94770  0.08
16 H 5.23375 1.63288 0.32111  0.08
17 H -3.29467 2.46652 1.55199  0.07
18 H -1.94731 2.65214 0.38778  0.09
19 H -2.05780 1.29725 1.55384  0.06
20 H -3.96974 0.37477 0.34833  0.10
21 H -3.99188 1.73084 -0.78800  0.11
22 H -1.69858 0.99797 -1.57770  0.12
23 H -3.04856 -0.19206 -1.83310  0.14
24 H -0.79255 -0.19144 0.25521  0.12
25 H -1.75748 -2.36773 1.01670  0.12
26 H -3.27832 -1.98663 0.07153  0.12
27 N 4.16553 0.16928 -0.70952  -0.05
28 O 2.97721 0.70116 -0.21220  -0.18
29 O -1.34302 -1.90857 -1.02125  -0.04

Model x:
Here is a cluster of 2 separate species, C9H17NO2 in total from the OMol25 dataset. Energies are from ωB97M-V/def2-TZVPD.

Values from the calculation:
E_LUMO (eV): 0.8
SMILES string: C#C[C@H](O)CO.CNC1CCC1
Frontier orbital gap (eV): 9.10
HOMO (eV): -8.3

Each line ends with the Löwdin charge.
Cartesian coordinates (Å):
1 C -0.04702 -1.75933 -0.01335  -0.23
2 C -0.49598 -3.16313 -0.42504  -0.39
3 C -0.57921 -3.22783 -1.90375  -0.08
4 C -0.65554 -3.20446 -3.10682  0.12
5 C -0.81293 0.52194 2.21055  -0.10
6 C 0.76050 1.74378 0.85142  -0.37
7 C -0.12803 2.68491 0.01240  -0.14
8 C 1.13228 3.08131 -0.78842  -0.17
9 C 1.80494 1.78645 -0.28128  -0.13
10 H -1.06124 -0.80109 -1.34283  0.10
11 H 0.03323 -1.75077 1.06489  0.10
12 H 0.93336 -1.51603 -0.44864  0.13
13 H 0.22658 -3.91104 -0.07366  0.15
14 H -2.27398 -2.66340 0.08507  0.10
15 H -0.71933 -3.23086 -4.19514  0.04
16 H -1.65451 1.08799 1.82383  0.08
17 H -1.16596 -0.48883 2.45757  0.08
18 H -0.46108 1.00500 3.13128  0.08
19 H 0.96212 -0.15016 1.49011  0.10
20 H 1.13536 2.26842 1.74979  0.14
21 H -0.67925 3.47805 0.53294  0.10
22 H -0.82267 2.09185 -0.59443  0.11
23 H 1.61214 3.97506 -0.37750  0.10
24 H 1.02204 3.20335 -1.87223  0.10
25 H 2.86533 1.82502 -0.00429  0.10
26 H 1.63356 0.94313 -0.96588  0.11
27 N 0.20857 0.44787 1.17703  -0.15
28 O -1.04695 -0.82132 -0.37503  -0.08
29 O -1.72634 -3.45587 0.18141  -0.01

Stability, highest: model x

Model w:
Here is a cluster of 2 separate species, C5H14 in total from the OMol25 dataset. Energies are from ωB97M-V/def2-TZVPD.

Values from the calculation:
E_LUMO (alpha / beta) (eV): -3.3 / -10.6
Charge: +1
Frontier orbital gap (alpha / beta) (eV): 11.02 / 3.76
HOMO (alpha / beta) (eV): -14.3 / -14.3
Multiplicity: 2

Each line ends with the Löwdin charge.
Cartesian coordinates (Å):
1 C 2.54835 -1.90999 -1.18237  -0.17
2 C 1.19701 -2.32974 -1.75383  -0.17
3 H 2.75262 -2.27922 -0.18205  0.06
4 H 3.39187 -2.22234 -1.79698  0.07
5 H 2.61949 -0.81878 -1.11904  0.05
6 H 1.22121 -3.30858 -2.23265  0.07
7 H 0.43123 -2.32085 -0.98006  0.05
8 H 0.94306 -1.66137 -2.55021  0.05
9 C -0.87757 1.84286 1.39048  -0.10
10 C -1.25649 0.46902 1.79881  -0.02
11 C -1.80794 2.33123 0.06971  0.12
12 H 0.11014 1.90429 0.91314  0.15
13 H -1.02835 2.56182 2.18441  0.13
14 H -0.48866 -0.21009 1.44006  0.11
15 H -1.45720 0.47332 2.89145  0.14
16 H -1.80749 1.55993 -0.69291  0.10
17 H -1.37543 3.26627 -0.27616  0.11
18 H -2.32488 0.25886 1.55118  0.15
19 H -2.79098 2.39337 0.52701  0.11

Model x:
Here is a cluster of 2 separate species, C5H14 in total from the OMol25 dataset. Energies are from ωB97M-V/def2-TZVPD.

Values from the calculation:
E_LUMO (alpha / beta) (eV): -3.2 / -10.7
Charge: +1
Frontier orbital gap (alpha / beta) (eV): 11.02 / 3.50
HOMO (alpha / beta) (eV): -14.2 / -14.2
Multiplicity: 2

Each line ends with the Löwdin charge.
Cartesian coordinates (Å):
1 C 2.46015 0.21922 0.88735  -0.16
2 C 1.73315 0.86247 -0.22201  -0.01
3 C 1.45493 -0.49424 1.84249  0.03
4 H 3.31643 -0.36963 0.54044  0.16
5 H 3.00279 0.87743 1.62329  0.20
6 H 2.45612 1.18356 -0.98343  0.13
7 H 1.00920 1.62369 0.10153  0.13
8 H 0.96442 0.10006 2.61893  0.12
9 H 0.74249 -1.06251 1.25584  0.10
10 H 0.99849 0.20310 -0.74365  0.14
11 H 2.13607 -1.17496 2.38589  0.14
12 C -2.41800 -0.36644 -1.89782  -0.18
13 C -2.62021 -0.07563 -0.44436  -0.19
14 H -1.42180 -0.10013 -2.28569  0.05
15 H -2.57558 -1.39229 -2.22365  0.07
16 H -3.08917 0.25158 -2.50815  0.07
17 H -2.35465 -0.93718 0.19018  0.06
18 H -3.68555 -0.09635 -0.19628  0.07
19 H -2.10927 0.74826 0.05910  0.05

Stability, highest: model w

Model w:
Here is the molecule C4H2 from the OMol25 dataset. Energies are from ωB97M-V/def2-TZVPD.

Values from the calculation:
E_LUMO (eV): -1.0
Frontier orbital gap (eV): 8.64
HOMO (eV): -9.7

Each line ends with the Löwdin charge.
Cartesian coordinates (Å):
1 C 0.14321 -0.29331 -0.29010  -0.13
2 C 1.01318 0.13496 0.54559  0.08
3 C -1.01418 -0.42211 -0.88842  -0.27
4 C -2.23964 -0.30457 -1.20741  0.09
5 H 2.00757 0.16625 0.98598  0.09
6 H 0.08986 0.71879 0.85436  0.13

Model x:
Here is the molecule C4H2 from the OMol25 dataset. Energies are from ωB97M-V/def2-TZVPD.

Values from the calculation:
E_LUMO (eV): 0.2
SMILES string: C#CC#C
Frontier orbital gap (eV): 9.56
HOMO (eV): -9.4

Each line ends with the Löwdin charge.
Cartesian coordinates (Å):
1 C 1.90876 0.02586 -0.12728  0.14
2 C 0.66232 -0.20775 -0.07844  -0.20
3 C -0.64852 -0.35103 -0.01880  -0.17
4 C -1.87492 0.01278 -0.04883  0.16
5 H 2.86153 0.13804 0.33440  0.02
6 H -2.90917 0.38210 -0.06104  0.05

Stability, highest: model x

Model w:
Here is the ion C9H17N6 with charge +1 from the OMol25 dataset. Energies are from ωB97M-V/def2-TZVPD.

Values from the calculation:
E_LUMO (eV): -2.8
SMILES string: NC1(N)[C@@](N)([NH3+])[C@@]12N=C1CC[C@@]13CCN32
Charge: +1
Frontier orbital gap (eV): 9.11
HOMO (eV): -11.9

Each line ends with the Löwdin charge.
Cartesian coordinates (Å):
1 C 1.55108 0.95161 0.77157  -0.23
2 C 2.78907 1.68678 0.35413  -0.09
3 C 2.82669 0.70509 -0.86078  -0.07
4 C 2.27406 -1.71621 0.35205  -0.05
5 C 0.78292 -2.08826 0.19053  -0.11
6 C 1.92952 -0.26421 -0.04726  -0.35
7 C -0.34207 0.12357 0.09849  -0.31
8 C -1.74178 -0.32768 0.52072  -0.40
9 C -1.54079 0.52971 -0.63469  -0.43
10 N 0.34404 1.22627 0.79534  0.22
11 N 0.60833 -0.74555 -0.45576  0.03
12 N -2.08729 -1.77989 0.17925  0.14
13 N -2.22205 0.28757 1.69898  0.10
14 N -1.87889 0.31623 -1.93816  0.15
15 N -2.09737 1.87492 -0.21624  0.26
16 H 2.61539 2.76086 0.06283  0.12
17 H 3.74050 1.73112 1.08989  0.17
18 H 2.42150 1.13981 -1.89842  0.16
19 H 3.86925 0.42029 -1.07848  0.11
20 H 2.64650 -1.91324 1.36708  0.11
21 H 3.08906 -2.16372 -0.44866  0.17
22 H 0.42542 -2.82779 -0.50339  0.11
23 H 0.35113 -2.20839 1.19053  0.12
24 H -2.47628 -2.13044 1.03430  0.08
25 H -2.68526 -1.80040 -0.65384  0.08
26 H -3.25450 0.10263 1.67378  0.15
27 H -1.71490 -0.09491 2.49378  0.13
28 H -2.62433 -0.36719 -2.05222  0.11
29 H -1.06177 0.30463 -2.54487  0.12
30 H -2.87858 2.05462 -0.83158  0.16
31 H -1.39948 2.54661 -0.47367  0.15
32 H -2.25911 1.66559 0.76477  0.09

Model x:
Here is a cluster of 2 separate species, C9H17N6 in total from the OMol25 dataset. Energies are from ωB97M-V/def2-TZVPD.

Values from the calculation:
E_LUMO (alpha / beta) (eV): -3.2 / -3.5
Charge: +1
Frontier orbital gap (alpha / beta) (eV): 8.29 / 6.08
HOMO (alpha / beta) (eV): -11.5 / -9.6

Each line ends with the Löwdin charge.
Cartesian coordinates (Å):
1 C 1.76476 -2.15111 -0.59528  -0.07
2 C 1.78740 -0.74637 -0.49361  -0.06
3 C 3.10722 -0.41776 -0.83249  -0.21
4 C 2.75529 1.86468 -0.48976  -0.05
5 C 0.89048 0.35425 -0.17106  -0.20
6 C -0.04083 1.08432 -2.48185  0.07
7 C -2.48745 -0.75097 0.30410  -0.04
8 C -0.96862 -1.29345 2.25175  -0.03
9 C -1.04492 -0.92063 0.77081  -0.37
10 N 2.94533 -2.61418 -0.94974  0.06
11 N 3.75095 -1.56156 -1.08974  0.07
12 N 3.60209 0.87076 -0.87474  0.15
13 N 1.51669 1.58899 -0.14150  0.13
14 N -0.82926 1.55124 0.81681  0.10
15 N -0.26236 0.29422 0.54931  -0.12
16 H 0.96985 -2.84875 -0.43592  0.11
17 H 3.10059 2.88227 -0.50573  0.15
18 H -0.57121 0.18698 -2.73580  0.00
19 H 0.87882 1.26263 -2.99796  0.00
20 H -0.62313 1.93693 -2.21172  -0.01
21 H -2.52355 -0.41220 -0.72878  0.08
22 H -2.99276 -1.71021 0.36213  0.09
23 H -3.03408 -0.05172 0.93337  0.08
24 H -1.54349 -2.19520 2.43629  0.09
25 H -1.37722 -0.50160 2.87681  0.08
26 H 0.06162 -1.47211 2.54775  0.08
27 H -0.57679 -1.70292 0.17503  0.11
28 H 4.71462 -1.70480 -1.35516  0.18
29 H 4.54624 1.07496 -1.16250  0.17
30 H 0.87074 2.31405 0.18883  0.16
31 H -1.60891 1.73858 0.18659  0.11
32 H -1.16657 1.58250 1.77435  0.11

Stability, highest: model x

Model w:
Here is the molecule CH2Cl2 from the OMol25 dataset. Energies are from ωB97M-V/def2-TZVPD.

Values from the calculation:
E_LUMO (eV): 1.0
SMILES string: ClCCl
Frontier orbital gap (eV): 11.89
HOMO (eV): -10.9

Each line ends with the Löwdin charge.
Cartesian coordinates (Å):
1 C 0.10196 -0.07181 0.07946  -1.12
2 H 0.23235 -0.86896 0.62631  -0.03
3 H 0.30928 0.70560 0.78058  0.02
4 Cl -1.64509 0.03546 -0.20333  0.51
5 Cl 1.00150 0.19971 -1.28302  0.63

Model x:
Here is the molecule CH2Cl2 from the OMol25 dataset. Energies are from ωB97M-V/def2-TZVPD.

Values from the calculation:
E_LUMO (eV): 0.9
SMILES string: ClCCl
Frontier orbital gap (eV): 11.87
HOMO (eV): -11.0

Each line ends with the Löwdin charge.
Cartesian coordinates (Å):
1 C 0.09289 0.04660 0.01367  -1.02
2 Cl -0.12263 -1.36898 -1.02089  0.51
3 Cl -1.27961 1.19425 0.28889  0.48
4 H 0.28060 -0.39850 0.99078  0.01
5 H 1.02874 0.52662 -0.27246  0.03

Stability, highest: model x

Model w:
Here is the molecule C5H3NO from the OMol25 dataset. Energies are from ωB97M-V/def2-TZVPD.

Values from the calculation:
E_LUMO (eV): 0.5
SMILES string: C#C[C@@H]1O[C@@H]1C#N
Frontier orbital gap (eV): 10.88
HOMO (eV): -10.3

Each line ends with the Löwdin charge.
Cartesian coordinates (Å):
1 C -2.18487 0.93667 0.15273  0.12
2 C -1.22800 0.11609 0.21355  -0.05
3 C -0.18682 -0.86921 -0.21231  -0.18
4 C 1.28828 -0.49634 -0.13020  -0.30
5 C 1.61460 0.82562 0.04010  -0.15
6 H -3.06320 1.60082 0.48611  0.07
7 H -0.40672 -1.68003 -0.82753  0.12
8 H 1.81623 -1.14151 -0.95066  0.18
9 N 1.63524 2.01603 0.32081  0.19
10 O 0.71527 -1.30814 0.90740  0.00

Model x:
Here is a structure of composition C5H3NO from the OMol25 dataset. Energies are from ωB97M-V/def2-TZVPD.

Values from the calculation:
E_LUMO (eV): -1.4
Frontier orbital gap (eV): 7.44
HOMO (eV): -8.9

Each line ends with the Löwdin charge.
Cartesian coordinates (Å):
1 C 2.82129 0.99522 0.68047  -0.05
2 C 1.66054 0.60857 0.40963  -0.30
3 C 0.37340 0.19599 0.11356  -0.32
4 C -0.83129 0.93585 -0.07881  0.03
5 O -1.86937 0.14863 -0.14508  0.03
6 N -1.52808 -1.17305 -0.07325  0.10
7 C -0.21125 -1.17677 0.05573  -0.07
8 H 0.25311 -0.43456 -1.00357  0.26
9 H -1.01163 2.00185 -0.10982  0.16
10 H 0.34328 -2.10174 0.15115  0.16

Model y:
Here is the molecule C5H3NO from the OMol25 dataset. Energies are from ωB97M-V/def2-TZVPD.

Values from the calculation:
E_LUMO (eV): 0.1
SMILES string: N#Cc1ccco1
Frontier orbital gap (eV): 9.60
HOMO (eV): -9.5

Each line ends with the Löwdin charge.
Cartesian coordinates (Å):
1 O 0.00212 -1.20048 0.44156  0.06
2 C 0.15146 -0.39576 -0.65109  -0.29
3 C -0.27462 0.84870 -0.36379  -0.05
4 C -0.55851 0.89335 1.03597  -0.08
5 C -0.41745 -0.41486 1.45226  -0.08
6 C 0.79989 -0.88191 -1.81211  -0.13
7 N 1.33684 -1.17429 -2.79418  0.17
8 H -0.34153 1.72898 -0.98725  0.13
9 H 0.23775 1.64263 1.13464  0.14
10 H -0.62844 -0.95759 2.36902  0.13

Model z:
Here is the molecule C5H3NO from the OMol25 dataset. Energies are from ωB97M-V/def2-TZVPD.

Values from the calculation:
E_LUMO (eV): 0.6
SMILES string: N#Cc1ccco1
Frontier orbital gap (eV): 9.96
HOMO (eV): -9.4

Each line ends with the Löwdin charge.
Cartesian coordinates (Å):
1 C 2.20490 -0.12850 0.07159  -0.14
2 C 0.80274 0.05878 0.21769  -0.29
3 C -0.21002 1.01363 0.02155  -0.01
4 C -1.38466 0.33951 -0.16135  -0.07
5 C -1.05297 -0.94879 -0.06076  -0.08
6 H -0.23402 2.16380 0.16474  0.15
7 H -2.31443 0.68781 -0.08702  0.08
8 H -1.41901 -1.97660 -0.06285  0.14
9 N 3.32294 -0.08341 -0.17917  0.17
10 O 0.28454 -1.12622 0.07558  0.04

Stability, highest: model z

Model w:
Here is the molecule C5H3NO from the OMol25 dataset. Energies are from ωB97M-V/def2-TZVPD.

Values from the calculation:
E_LUMO (eV): 0.8
SMILES string: N#Cc1ccoc1
Frontier orbital gap (eV): 10.46
HOMO (eV): -9.7

Each line ends with the Löwdin charge.
Cartesian coordinates (Å):
1 N 3.16730 -0.50215 -0.02716  0.15
2 C 2.02990 -0.28391 -0.03476  -0.17
3 C 0.62735 -0.01551 -0.01925  -0.22
4 C 0.04791 1.20157 0.17617  -0.06
5 O -1.28993 1.08510 0.16955  0.02
6 C -1.58323 -0.22722 -0.03481  -0.10
7 C -0.45173 -0.95580 -0.16289  -0.01
8 H 0.45301 2.19078 0.32645  0.14
9 H -2.63363 -0.47439 -0.05664  0.13
10 H -0.36696 -2.01849 -0.33667  0.12

Model x:
Here is the molecule C5H3NO from the OMol25 dataset. Energies are from ωB97M-V/def2-TZVPD.

Values from the calculation:
E_LUMO (eV): 0.6
SMILES string: C#Cc1ncco1
Frontier orbital gap (eV): 9.88
HOMO (eV): -9.2

Each line ends with the Löwdin charge.
Cartesian coordinates (Å):
1 C -2.89426 -0.01269 -0.05181  0.13
2 C -1.73148 -0.37182 -0.03726  -0.02
3 C -0.29060 -0.37098 0.11481  -0.39
4 C 1.75527 -0.57965 -0.04210  -0.13
5 C 1.50542 0.74075 -0.06133  -0.09
6 H -3.90512 0.39203 0.06532  0.05
7 H 2.66857 -1.12755 -0.21471  0.11
8 H 2.15665 1.65921 -0.09635  0.14
9 N 0.58155 -1.28224 0.14596  0.15
10 O 0.15399 0.95293 0.17747  0.05

Stability, highest: model w